# C8H10N3O2

A gas-phase ion, C8H10N3O2 (charge -1) (ωB97M-V/def2-TZVPD, the OMol25 dataset).

HOMO energy = -4.429 eV
spin multiplicity = 1
total charge = -1

Each line ends with the Löwdin charge.
CARTESIAN COORDINATES (ANGSTROEM)
C (-0.594186, -0.452813, -1.552184)  -0.035
C (0.032096, -0.508261, -0.181078)  -0.378
C (0.173123, -2.108564, 0.119808)  -0.658
O (-0.473537, -2.386500, 1.136662)  -0.026
O (0.850765, -2.707540, -0.718849)  -0.038
C (-0.778555, 0.151316, 0.903116)  -0.272
C (-1.762386, 1.272236, 0.865187)  -0.140
C (-2.246985, -0.105234, 1.135924)  -0.148
N (1.310104, 0.164091, -0.248948)  -0.065
C (2.459659, -0.224703, -0.786898)  -0.147
N (3.389737, 0.693179, -0.580372)  0.056
C (2.687126, 1.688504, 0.051151)  -0.251
N (1.405423, 1.420085, 0.282297)  0.104
H (-0.298231, 0.561046, -2.072408)  0.113
H (-1.739860, -0.613993, -1.321288)  0.108
H (-0.412826, -1.217533, -2.330255)  0.074
H (-0.216046, -0.021784, 1.858633)  0.156
H (-1.988270, 1.800553, -0.038343)  0.081
H (-1.853259, 1.924181, 1.831436)  0.123
H (-2.571196, -0.365028, 2.082527)  0.071
H (-2.885705, -0.562471, 0.368706)  0.097
H (2.570960, -1.097022, -1.249883)  0.081
H (2.942043, 2.696261, 0.445056)  0.095

Atoms 1-6, force components in eV/Å:
C -2.49 1.59 -1.33
C -0.38 -1.06 -1.15
C -0.34 2.11 0.79
O 0.40 -1.58 -0.10
O 0.20 -0.75 0.08
C 0.06 -1.07 1.86

# C12H28ClN4O8

5 unconnected molecules or ions with the total composition C12H28ClN4O8 (ωB97M-V/def2-TZVPD, the OMol25 dataset).

HOMO energy = -7.091 eV
spin multiplicity = 1
total charge = -1

Each line ends with the Löwdin charge.
CARTESIAN COORDINATES (ANGSTROEM)
Cl (13.834989, -14.987738, 12.334203)  0.635
O (14.892680, -14.048642, 12.452974)  -0.347
O (13.974048, -15.566941, 11.005490)  -0.372
O (13.920525, -16.066568, 13.311391)  -0.386
O (12.560999, -14.342392, 12.503572)  -0.354
C (11.269477, -12.472189, 15.428496)  0.007
C (11.069600, -13.785715, 16.188029)  -0.572
O (10.431730, -13.781374, 17.227456)  0.023
N (11.770768, -14.840590, 15.722142)  0.014
C (11.477985, -16.168718, 16.234794)  -0.069
H (11.863740, -11.824597, 16.063131)  0.080
H (10.267165, -12.081552, 15.239652)  0.080
H (11.659842, -12.594128, 14.415906)  0.063
H (12.289362, -14.714103, 14.867947)  0.085
H (11.586977, -16.870663, 15.405357)  0.084
H (10.424575, -16.184020, 16.507680)  0.082
H (12.087955, -16.547893, 17.052919)  0.074
C (14.224473, -14.447263, 18.437722)  0.002
C (15.490074, -14.563806, 17.630184)  -0.559
O (16.564708, -14.501106, 18.218686)  0.010
N (15.426570, -14.927339, 16.342419)  0.022
C (16.602427, -15.213227, 15.548723)  -0.054
H (14.093543, -15.263366, 19.144843)  0.084
H (13.324339, -14.486439, 17.808385)  0.048
H (14.139995, -13.504802, 18.974418)  0.082
H (14.526232, -15.052635, 15.906179)  0.110
H (17.396728, -15.640666, 16.150173)  0.087
H (16.850409, -14.242397, 15.096818)  0.094
H (16.373052, -15.816705, 14.675947)  0.049
C (16.765736, -16.810621, 8.567661)  0.003
C (15.688019, -17.859594, 8.343771)  -0.553
O (15.718637, -18.532744, 7.325478)  0.022
N (14.693350, -17.855271, 9.235730)  0.017
C (13.527876, -18.685906, 9.209993)  -0.086
H (16.481417, -16.108966, 9.357179)  0.061
H (16.838831, -16.198143, 7.670183)  0.083
H (17.743608, -17.224906, 8.802746)  0.078
H (14.804922, -17.317977, 10.083284)  0.078
H (13.672914, -19.702019, 9.590294)  0.079
H (13.008009, -18.811462, 8.258884)  0.082
H (12.751755, -18.242584, 9.839048)  0.083
C (18.364309, -15.427717, 11.577741)  0.006
C (18.060397, -16.898787, 11.762762)  -0.560
O (18.850247, -17.702906, 11.286263)  0.015
N (16.950129, -17.254932, 12.442940)  0.025
C (16.313543, -18.535181, 12.500073)  -0.073
H (19.379808, -15.196204, 11.881456)  0.081
H (17.703433, -14.797834, 12.185299)  0.068
H (18.166776, -15.164842, 10.541674)  0.071
H (16.367745, -16.488137, 12.737597)  0.075
H (16.201398, -18.933965, 13.513811)  0.082
H (16.905091, -19.280060, 11.966708)  0.087
H (15.299142, -18.521752, 12.095770)  0.071

Atoms 1-6, force components in eV/Å:
Cl -0.38 -1.10 -1.38
O 0.91 0.72 1.06
O -0.60 -0.18 0.32
O 0.44 0.32 0.30
O -0.16 0.12 0.01
C -0.80 -0.82 -0.61

# C2H8NS

2 unconnected molecules or ions with the total composition C2H8NS (ωB97M-V/def2-TZVPD, the OMol25 dataset).

HOMO energy = -2.517 eV
spin multiplicity = 1
total charge = -1

Each line ends with the Löwdin charge.
CARTESIAN COORDINATES (ANGSTROEM)
N (-0.061444, -3.099865, -0.702819)  -0.132
H (0.803570, -3.185405, -0.054211)  0.002
H (0.334149, -2.634116, -1.570736)  -0.019
H (-0.320283, -2.096797, -0.350522)  -0.131
C (-1.348275, 1.930123, 0.325502)  -0.245
C (0.209943, 1.663108, 0.001089)  -0.785
S (0.636464, -0.123176, 0.233962)  0.149
H (-1.653035, 1.690032, 1.377362)  0.035
H (-2.015558, 1.193638, -0.239259)  0.055
H (-1.608403, 3.057407, 0.357063)  0.050
H (0.880185, 2.311942, 0.687528)  0.037
H (0.656041, 1.773781, -0.990434)  -0.016

Atoms 1-6, force components in eV/Å:
N 1.68 2.95 0.70
H -1.50 -0.07 -1.57
H -0.02 -1.31 0.87
H -0.25 -1.83 -0.06
C 0.38 0.37 0.23
C 0.12 -0.20 1.93

# C3H5NO2S

A molecular structure, C3H5NO2S (ωB97M-V/def2-TZVPD, the OMol25 dataset).

HOMO energy = -8.244 eV
spin multiplicity = 1

Each line ends with the Löwdin charge.
CARTESIAN COORDINATES (ANGSTROEM)
C (-1.721925, 0.277928, 0.126305)  -0.229
C (-0.635927, -0.838730, -0.116694)  -0.917
C (2.496363, -0.219265, -0.007661)  -0.067
H (-1.678639, 2.303507, 0.288376)  0.256
H (-2.622346, 0.036754, -0.421730)  0.098
H (-1.977794, 0.163141, 1.219339)  0.130
H (3.706556, -0.407481, 0.035908)  0.130
H (2.346489, 0.980650, -0.432445)  0.168
N (1.635141, -1.133387, -0.011328)  0.099
O (-1.008230, 1.474438, -0.340956)  -0.167
O (0.380222, -0.152074, -0.180794)  -0.131
S (-0.919905, -2.485476, -0.158318)  0.631

Atoms 1-6, force components in eV/Å:
C 1.29 -1.29 -0.26
C -5.70 -1.95 0.59
C 4.45 2.95 -2.34
H 3.35 -3.48 -3.30
H -0.16 0.23 -0.37
H 0.50 0.78 -0.87

# C5H10O2

C5H10O2 in the gas phase (ωB97M-V/def2-TZVPD, the OMol25 dataset).

HOMO energy = -9.823 eV
spin multiplicity = 1

Each line ends with the Löwdin charge.
CARTESIAN COORDINATES (ANGSTROEM)
C (-2.302945, -0.558098, -0.140189)  -0.061
C (-0.859463, -0.161984, -0.500604)  -0.437
O (-1.023181, 1.077302, -1.159825)  -0.056
C (0.127843, -0.177690, 0.750698)  -0.097
C (1.736543, -0.433556, 0.440140)  -0.109
C (2.249474, 0.912960, 0.037396)  -0.246
O (1.482995, 1.758393, -0.369793)  0.023
H (-2.362633, -1.541207, 0.336343)  0.074
H (-2.772228, 0.187869, 0.513916)  0.084
H (-2.906212, -0.586396, -1.058462)  0.081
H (-0.483176, -0.915631, -1.213536)  0.130
H (-0.164101, 1.518755, -1.194102)  0.052
H (-0.075088, 0.768511, 1.287549)  0.119
H (-0.184404, -1.000598, 1.391899)  0.094
H (1.699682, -1.143982, -0.392304)  0.106
H (2.529671, -0.913682, 1.086092)  0.120
H (3.307231, 1.209042, 0.184780)  0.124

Atoms 1-6, force components in eV/Å:
C 0.14 -0.08 0.11
C 0.14 -0.54 0.29
O 0.34 0.01 0.16
C 0.43 -0.36 0.04
C -1.11 0.33 -0.23
C -0.33 0.42 -0.30

# C3H2

2 unconnected molecules or ions with the total composition C3H2 (ωB97M-V/def2-TZVPD, the OMol25 dataset).

HOMO energy (spin up / spin down) = -8.316 / -8.916 eV
spin multiplicity = 1

Each line ends with the Löwdin charge.
CARTESIAN COORDINATES (ANGSTROEM)
C (0.001891, -0.530822, -0.443845)  -0.100
C (-1.046133, -2.394197, -0.332214)  0.088
C (0.339683, 0.574862, 0.082399)  -0.154
H (-0.065179, 0.761330, 1.065775)  0.050
H (0.769737, 1.588827, -0.372115)  0.116

Force components x, y, z for each atom (eV/Å):
C -1.74 -3.97 -0.58
C 1.71 2.96 -0.19
C 0.73 3.87 -0.42
H -0.02 -0.16 0.56
H -0.68 -2.70 0.62

# C5H3NO

C5H3NO in the gas phase (ωB97M-V/def2-TZVPD, the OMol25 dataset).

HOMO energy = -10.194 eV
spin multiplicity = 1

Each line ends with the Löwdin charge.
CARTESIAN COORDINATES (ANGSTROEM)
N (3.019819, -1.200273, 0.625770)  0.176
C (2.079303, -0.605680, 0.315178)  -0.146
C (0.933962, 0.058318, -0.071430)  -0.222
C (0.395657, 1.164918, -0.425430)  0.168
C (-0.435952, -0.195582, -0.531700)  -0.150
C (-1.577354, -0.225195, 0.401310)  -0.249
O (-1.605434, 0.516535, 1.351812)  0.052
H (0.213193, 2.224140, -0.451078)  0.124
H (-0.598060, -0.835538, -1.395736)  0.123
H (-2.425138, -0.901643, 0.181306)  0.124

Atoms 1-6, force components in eV/Å:
N -0.58 0.39 -0.25
C 1.65 -1.08 0.95
C 0.12 0.69 -0.10
C -1.34 -1.15 -0.39
C -0.26 0.45 -0.41
C 0.15 0.26 0.86

# C3MgO6Rb

A molecular structure, C3MgO6Rb (ωB97M-V/def2-TZVPD, the OMol25 dataset).

HOMO energy (spin up / spin down) = -7.195 / -7.186 eV
spin multiplicity = 2
expectation value of S² = 0.7532

Each line ends with the Löwdin spin population.
CARTESIAN COORDINATES (ANGSTROEM)
O (-1.292946, -1.791876, 0.745060)  0.003
C (-1.686942, -1.407457, -0.388110)  0.002
O (-1.694054, 0.003876, -0.274040)  0.001
C (-2.554813, 0.989429, -1.083779)  0.000
O (-3.367235, 0.480373, -1.835475)  0.000
O (-2.159453, 2.132997, -0.895248)  0.000
Mg (-0.367674, -0.054798, 1.257392)  0.021
C (2.432420, -0.965588, 0.543042)  0.547
O (3.642473, -0.889603, 0.458025)  0.205
O (1.659893, -0.075516, 1.024262)  0.188
Rb (5.388330, 1.578163, 0.448870)  0.033

Atoms 1-6, force components in eV/Å:
O 0.90 -0.54 0.47
C -0.51 0.59 0.62
O 0.44 0.25 0.47
C -0.45 0.67 -2.43
O 0.46 -0.23 1.11
O 0.28 -0.20 0.97

How do the records compare in relative energy (zero: lowest compared OMol25 entry of this formula, charge and spin)? In the order shown, they have 0.0; 0.0; 25.7; 146.6; 46.3; 129.6; 60.2; 44.8 kcal per mole.